No. 1
Entry from the Open Molecules 2025 dataset: a cluster of 8 separate species, C22H63BF4N9O7 in total in a non-equilibrium geometry (ωB97M-V/def2-TZVPD).

## Properties
HOMO energy = -7.36 eV
Total charge = -1
HOMO-LUMO gap = 9.27 eV
LUMO level = 1.9 eV
DFT total energy = -63128.88883 eV
Multiplicity = 1

Each atom is followed by the atoms it is bonded to, with distances in Å.
Cartesian coordinates (Å):
1 B 6.83 -8.04 -11.96  F2 1.383, F3 1.339, F4 1.346, F5 1.372
2 F 6.33 -6.85 -12.46  B1 1.383
3 F 5.99 -8.44 -11.00  B1 1.339
4 F 6.83 -9.05 -12.85  B1 1.346
5 F 8.09 -7.83 -11.47  B1 1.372
6 C 2.77 -13.67 -12.51  O7 1.254, N8 1.259, N9 1.257
7 O 3.84 -14.30 -12.37  C6 1.254
8 N 1.68 -14.20 -12.86  C6 1.259, H10 1.010, H11 1.010
9 N 2.56 -12.48 -12.17  C6 1.257, H12 1.010, H13 1.010
10 H 1.60 -15.13 -13.22  N8 1.010
11 H 0.86 -13.62 -12.71  N8 1.010
12 H 3.32 -11.83 -12.00  N9 1.010
13 H 1.60 -12.20 -12.30  N9 1.010
14 C 5.04 -11.11 -18.86  O15 1.239, N16 1.287, N17 1.277
15 O 3.94 -11.56 -19.24  C14 1.239
16 N 6.14 -11.20 -19.52  C14 1.287, H18 1.010, H19 1.010
17 N 5.20 -10.31 -17.88  C14 1.277, H20 1.010, H21 1.010
18 H 7.07 -10.85 -19.33  N16 1.010
19 H 5.99 -11.92 -20.22  N16 1.010
20 H 6.09 -10.26 -17.41  N17 1.010
21 H 4.34 -9.93 -17.51  N17 1.010
22 C 5.65 -3.33 -19.02  C23 1.517, H28 1.090, H29 1.090, H30 1.090
23 C 6.48 -4.16 -18.05  C22 1.517, C24 1.552, N27 1.441, H31 1.090
24 C 7.74 -3.44 -17.50  C23 1.552, O25 1.431, H32 1.090, H33 1.090
25 O 8.38 -3.97 -16.34  C24 1.431, C26 1.447
26 C 8.94 -5.29 -16.55  O25 1.447, H34 1.090, H35 1.090, H36 1.090
27 N 5.52 -4.40 -17.00  C23 1.441, H37 1.010, H38 1.010
28 H 6.24 -2.87 -19.82  C22 1.090
29 H 5.12 -2.51 -18.54  C22 1.090
30 H 4.89 -3.98 -19.45  C22 1.090
31 H 6.64 -5.14 -18.50  C23 1.090
32 H 7.55 -2.39 -17.27  C24 1.090
33 H 8.52 -3.28 -18.25  C24 1.090
34 H 9.86 -5.21 -17.13  C26 1.090
35 H 8.24 -5.96 -17.05  C26 1.090
36 H 9.11 -5.72 -15.56  C26 1.090
37 H 6.02 -4.85 -16.25  N27 1.010
38 H 4.84 -5.08 -17.31  N27 1.010
39 C 3.00 -11.05 -6.11  C40 1.571, H45 1.090, H46 1.090, H47 1.090
40 C 3.37 -10.31 -4.78  C39 1.571, C41 1.550, N44 1.456, H48 1.090
41 C 4.76 -9.64 -4.90  C40 1.550, O42 1.435, H49 1.090, H50 1.090
42 O 5.84 -10.59 -5.01  C41 1.435, C43 1.368
43 C 6.40 -10.84 -6.24  O42 1.368, H51 1.090, H52 1.090, H53 1.090
44 N 2.29 -9.40 -4.43  C40 1.456, H54 1.010, H55 1.010
45 H 3.03 -10.51 -7.06  C39 1.090
46 H 2.03 -11.54 -6.08  C39 1.090
47 H 3.62 -11.92 -6.32  C39 1.090
48 H 3.45 -10.98 -3.93  C40 1.090
49 H 4.84 -9.19 -3.91  C41 1.090
50 H 4.81 -8.94 -5.73  C41 1.090
51 H 5.62 -11.03 -6.98  C43 1.090
52 H 7.11 -11.66 -6.22  C43 1.090
53 H 6.96 -9.99 -6.64  C43 1.090
54 H 2.22 -8.75 -5.20  N44 1.010
55 H 2.61 -8.84 -3.65  N44 1.010
56 C 10.97 -3.73 -9.75  C57 1.530, H62 1.090, H63 1.090, H64 1.090
57 C 9.59 -3.07 -9.65  C56 1.530, C58 1.546, N61 1.388, H65 1.090
58 C 9.54 -2.15 -8.42  C57 1.546, O59 1.466, H66 1.090, H67 1.090
59 O 9.80 -2.88 -7.18  C58 1.466, C60 1.389
60 C 9.00 -3.98 -6.91  O59 1.389, H68 1.090, H69 1.090, H70 1.090
61 N 9.34 -2.40 -10.84  C57 1.388, H71 1.010, H72 1.010
62 H 11.08 -4.34 -10.65  C56 1.090
63 H 11.21 -4.39 -8.92  C56 1.090
64 H 11.64 -2.87 -9.67  C56 1.090
65 H 8.77 -3.79 -9.59  C57 1.090
66 H 8.52 -1.78 -8.36  C58 1.090
67 H 10.23 -1.32 -8.55  C58 1.090
68 H 9.02 -4.89 -7.52  C60 1.090
69 H 7.95 -3.70 -6.99  C60 1.090
70 H 9.08 -4.14 -5.84  C60 1.090
71 H 8.35 -2.36 -11.00  N61 1.010
72 H 9.48 -3.02 -11.63  N61 1.010
73 C 2.79 -3.17 -8.14  C74 1.491, H79 1.090, H80 1.090, H81 1.090
74 C 1.93 -4.39 -8.07  C73 1.491, C75 1.549, N78 1.466, H82 1.090
75 C 0.49 -4.05 -7.61  C74 1.549, O76 1.454, H83 1.090, H84 1.090
76 O 0.50 -3.99 -6.16  C75 1.454, C77 1.440
77 C -0.76 -3.52 -5.64  O76 1.440, H85 1.090, H86 1.090, H87 1.090
78 N 1.81 -5.15 -9.32  C74 1.466, H88 1.010, H89 1.010
79 H 3.66 -3.26 -8.79  C73 1.090
80 H 3.20 -2.79 -7.20  C73 1.090
81 H 2.27 -2.36 -8.64  C73 1.090
82 H 2.40 -4.95 -7.26  C74 1.090
83 H -0.31 -4.73 -7.90  C75 1.090
84 H 0.20 -3.04 -7.90  C75 1.090
85 H -0.85 -2.50 -6.00  C77 1.090
86 H -0.59 -3.48 -4.56  C77 1.090
87 H -1.67 -4.12 -5.76  C77 1.090
88 H 2.73 -5.03 -9.73  N78 1.010
89 H 1.75 -6.14 -9.16  N78 1.010
90 C 11.77 -13.86 -13.91  C91 1.536, H96 1.090, H97 1.090, H98 1.090
91 C 10.42 -13.15 -14.14  C90 1.536, C92 1.516, N95 1.482, H99 1.090
92 C 9.38 -13.98 -14.85  C91 1.516, O93 1.475, H100 1.090, H101 1.090
93 O 9.90 -14.90 -15.88  C92 1.475, C94 1.442
94 C 8.83 -15.36 -16.73  O93 1.442, H102 1.090, H103 1.090, H104 1.090
95 N 9.89 -12.81 -12.79  C91 1.482, H105 1.010, H106 1.010
96 H 11.66 -14.73 -13.27  C90 1.090
97 H 12.54 -13.23 -13.47  C90 1.090
98 H 12.16 -14.25 -14.85  C90 1.090
99 H 10.60 -12.20 -14.65  C91 1.090
100 H 8.67 -13.27 -15.26  C92 1.090
101 H 8.76 -14.57 -14.16  C92 1.090
102 H 8.61 -14.63 -17.51  C94 1.090
103 H 7.92 -15.59 -16.18  C94 1.090
104 H 9.15 -16.26 -17.25  C94 1.090
105 H 10.65 -12.34 -12.32  N95 1.010
106 H 9.19 -12.10 -12.95  N95 1.010

***

No. 2
Entry from the Open Molecules 2025 dataset: a cluster of 4 separate species, C22H63BN9O7P3 in total in a non-equilibrium geometry (ωB97M-V/def2-TZVPD).

## Properties
HOMO energy = -7.83 eV
HOMO-LUMO gap = 7.47 eV
LUMO level = -0.4 eV
DFT total energy = -80117.45918 eV
SMILES = CN(C)P(=O)(N(C)C)N(C)C.CN(C)P(=O)(N(C)C)N(C)C.CN(C)P(=O)(N(C)C)N(C)C.OB(O)O[C@H]1CCCO1
Multiplicity = 1

Each atom is followed by the atoms it is bonded to, with distances in Å.
Cartesian coordinates (Å):
1 O 3.55 -1.03 -6.46  B2 1.430, H10 0.967
2 B 3.34 0.22 -7.11  O1 1.430, O3 1.424, O4 1.423
3 O 3.94 1.34 -6.46  B2 1.424, H11 0.964
4 O 2.56 0.33 -8.29  B2 1.423, C5 1.419
5 C 1.27 0.87 -8.05  O4 1.419, C6 1.603, O9 1.419, H12 1.124
6 C 0.16 -0.13 -7.46  C5 1.603, C7 1.594, H13 1.118, H14 1.116
7 C -0.06 0.59 -6.06  C6 1.594, C8 1.576, H15 1.117, H16 1.120
8 C 0.55 2.05 -6.09  C7 1.576, O9 1.463, H17 1.119, H18 1.109
9 O 1.27 2.11 -7.36  C5 1.419, C8 1.463
10 H 2.70 -1.35 -6.14  O1 0.967
11 H 4.57 1.77 -7.06  O3 0.964
12 H 0.80 1.17 -9.03  C5 1.124
13 H 0.62 -1.15 -7.43  C6 1.118
14 H -0.80 -0.09 -8.04  C6 1.116
15 H 0.22 -0.08 -5.21  C7 1.117
16 H -1.15 0.78 -5.88  C7 1.120
17 H 1.28 2.08 -5.24  C8 1.119
18 H -0.14 2.91 -6.17  C8 1.109
19 O 0.00 3.35 -2.84  P20 1.539
20 P 0.66 4.10 -1.67  O19 1.539, N21 1.729, N24 1.714, N27 1.762
21 N 1.99 3.00 -1.48  P20 1.729, C22 1.454, C23 1.463
22 C 1.80 1.64 -1.00  N21 1.454, H30 1.093, H31 1.096, H32 1.089
23 C 2.86 2.98 -2.65  N21 1.463, H33 1.095, H34 1.094, H35 1.093
24 N -0.63 3.88 -0.57  P20 1.714, C25 1.446, C26 1.460
25 C -0.65 2.94 0.53  N24 1.446, H36 1.096, H37 1.095, H38 1.093
26 C -1.97 4.03 -1.13  N24 1.460, H39 1.095, H40 1.091, H41 1.095
27 N 1.39 5.15 -0.46  P20 1.762, C28 1.451, C29 1.456
28 C 2.69 5.01 0.17  N27 1.451, H42 1.092, H43 1.094, H44 1.091
29 C 0.70 6.38 -0.10  N27 1.456, H45 1.095, H46 1.090, H47 1.095
30 H 2.73 1.07 -1.07  C22 1.093
31 H 1.03 1.10 -1.55  C22 1.096
32 H 1.56 1.62 0.07  C22 1.089
33 H 3.06 4.00 -3.00  C23 1.095
34 H 2.43 2.41 -3.47  C23 1.094
35 H 3.83 2.54 -2.39  C23 1.093
36 H -0.76 1.91 0.18  C25 1.096
37 H -1.49 3.15 1.20  C25 1.095
38 H 0.24 3.03 1.14  C25 1.093
39 H -2.31 3.11 -1.61  C26 1.095
40 H -2.00 4.84 -1.87  C26 1.091
41 H -2.69 4.31 -0.35  C26 1.095
42 H 2.72 4.13 0.82  C28 1.092
43 H 2.92 5.87 0.81  C28 1.094
44 H 3.50 4.94 -0.56  C28 1.091
45 H 0.32 6.31 0.92  C29 1.095
46 H -0.16 6.56 -0.76  C29 1.090
47 H 1.35 7.25 -0.19  C29 1.095
48 O -2.16 -0.51 -0.12  P49 1.538
49 P -3.30 -1.05 0.75  O48 1.538, N50 1.728, N53 1.716, N56 1.761
50 N -3.15 -2.68 0.18  P49 1.728, C51 1.452, C52 1.465
51 C -3.47 -3.06 -1.18  N50 1.452, H59 1.093, H60 1.096, H61 1.089
52 C -1.87 -3.27 0.56  N50 1.465, H62 1.096, H63 1.096, H64 1.093
53 N -4.54 -0.12 0.02  P49 1.716, C54 1.443, C55 1.459
54 C -5.51 -0.61 -0.94  N53 1.443, H65 1.096, H66 1.095, H67 1.092
55 C -4.20 1.26 -0.27  N53 1.459, H68 1.096, H69 1.091, H70 1.095
56 N -4.52 -1.62 1.89  P49 1.761, C57 1.452, C58 1.456
57 C -4.92 -2.99 2.15  N56 1.452, H71 1.092, H72 1.094, H73 1.091
58 C -5.14 -0.65 2.77  N56 1.456, H74 1.095, H75 1.090, H76 1.095
59 H -3.18 -4.09 -1.38  C51 1.093
60 H -2.98 -2.42 -1.92  C51 1.096
61 H -4.55 -3.04 -1.35  C51 1.089
62 H -1.62 -3.04 1.60  C52 1.096
63 H -1.05 -2.90 -0.07  C52 1.096
64 H -1.91 -4.36 0.47  C52 1.093
65 H -5.05 -0.80 -1.92  C54 1.096
66 H -6.31 0.11 -1.08  C54 1.095
67 H -5.99 -1.52 -0.58  C54 1.092
68 H -3.66 1.36 -1.22  C55 1.096
69 H -3.58 1.68 0.53  C55 1.091
70 H -5.10 1.89 -0.32  C55 1.095
71 H -5.43 -3.42 1.29  C57 1.092
72 H -5.63 -3.04 2.99  C57 1.094
73 H -4.08 -3.62 2.42  C57 1.091
74 H -6.20 -0.52 2.51  C58 1.095
75 H -4.66 0.33 2.71  C58 1.090
76 H -5.08 -0.95 3.82  C58 1.095
77 O 0.46 -3.69 3.82  P78 1.538
78 P 1.51 -3.05 4.74  O77 1.538, N79 1.728, N82 1.716, N85 1.762
79 N 1.63 -1.56 3.87  P78 1.728, C80 1.453, C81 1.461
80 C 2.20 -1.48 2.53  N79 1.453, H88 1.093, H89 1.096, H90 1.089
81 C 0.38 -0.81 3.90  N79 1.461, H91 1.096, H92 1.097, H93 1.093
82 N 2.75 -4.21 4.42  P78 1.716, C83 1.444, C84 1.461
83 C 3.89 -3.99 3.57  N82 1.444, H94 1.096, H95 1.094, H96 1.092
84 C 2.31 -5.60 4.33  N82 1.461, H97 1.096, H98 1.091, H99 1.095
85 N 2.59 -2.39 5.97  P78 1.762, C86 1.452, C87 1.456
86 C 3.10 -1.04 6.07  N85 1.452, H100 1.092, H101 1.094, H102 1.091
87 C 2.94 -3.24 7.10  N85 1.456, H103 1.095, H104 1.090, H105 1.095
88 H 2.05 -0.48 2.11  C80 1.093
89 H 1.75 -2.21 1.84  C80 1.096
90 H 3.28 -1.61 2.55  C80 1.089
91 H -0.05 -0.81 4.91  C81 1.096
92 H -0.37 -1.23 3.22  C81 1.097
93 H 0.54 0.24 3.64  C81 1.093
94 H 3.62 -3.97 2.51  C83 1.096
95 H 4.63 -4.79 3.70  C83 1.094
96 H 4.42 -3.07 3.83  C83 1.092
97 H 1.91 -5.84 3.34  C84 1.096
98 H 1.53 -5.80 5.07  C84 1.091
99 H 3.13 -6.28 4.56  C84 1.095
100 H 3.79 -0.82 5.25  C86 1.092
101 H 3.66 -0.89 7.00  C86 1.094
102 H 2.30 -0.30 6.07  C86 1.091
103 H 4.00 -3.50 7.06  C87 1.095
104 H 2.36 -4.16 7.11  C87 1.090
105 H 2.75 -2.74 8.05  C87 1.095